1.
# C14H14FNRu

C14H14FNRu as an isolated structure at a distorted geometry (wB97M-V/def2-TZVPD, the Open Molecules 2025 dataset).

XYZ file:
```
31
Properties=species:S:1:pos:R:3:forces:R:3
C -0.104620 -1.655253 -2.549120 -0.2 -1.0 0.3
C -1.259970 -1.287926 -1.813530 -0.7 0.0 -0.4
C -1.122808 -1.746794 -0.475091 -1.3 -1.7 0.1
C 0.064708 -2.582590 -0.400551 -1.1 -1.6 -1.4
C 0.709079 -2.504047 -1.708300 -0.8 -1.3 -0.1
Ru 0.711603 -0.664996 -0.631419 -1.1 4.3 2.4
C -1.701655 2.024555 -1.587562 -0.1 -1.3 1.8
C -1.219518 2.880724 -2.501813 0.4 0.4 -1.4
C -0.060580 3.363094 -2.976752 0.4 -0.1 0.3
N 2.396331 -0.251864 -0.926798 2.7 1.8 -1.5
H -1.823168 -1.551549 0.343114 0.3 -0.3 -0.5
H -2.134054 -0.749393 -2.212918 0.9 -0.1 0.4
H 0.391010 -3.150747 0.459125 0.1 0.1 -0.1
H 1.624453 -3.012167 -1.998403 -0.2 0.2 0.1
H 0.112322 -1.357517 -3.574467 0.0 -0.1 0.4
H -2.427541 1.227887 -1.772291 -0.2 0.6 -0.2
H 2.402164 0.327928 -1.811215 0.7 -0.4 0.7
H -1.383408 2.022359 -0.522017 0.1 0.2 -0.5
H 0.046225 4.231501 -3.620517 -0.2 0.0 0.0
H 0.897336 2.832164 -2.760782 -0.3 0.3 0.0
F 0.180959 0.171422 5.494752 0.0 0.1 -0.5
C 0.273889 0.186892 4.123693 0.9 -0.3 0.1
C 1.538350 0.085285 3.543526 -0.6 0.2 -0.6
C 1.623549 0.053925 2.137062 -0.2 -0.2 1.4
C 0.458133 0.015938 1.397701 0.2 0.1 -2.3
C -0.790819 0.192133 1.983556 0.5 -0.2 0.6
C -0.875745 0.259850 3.374806 -0.8 0.2 -0.2
H 2.411320 0.021130 4.158486 0.3 0.1 0.3
H 2.572379 0.028975 1.611786 0.0 -0.1 0.3
H -1.670545 0.243819 1.348188 0.0 0.1 0.3
H -1.839389 0.345271 3.867745 0.1 0.1 0.0
```
Positions in Å, forces in eV/Å.

For the molar mass, the calculation gives 316.34 g/mol. The energy relative to the best compared isomer or geometry (same formula, charge and spin) comes out at 83.3 kcal/mol. The net charge is -1. As for the HOMO energy (spin up / spin down): -0.409 / -3.332 eV. As for the spin multiplicity: 6. The calculation puts the frontier orbital gap (spin up / spin down) at 0.1291 / 0.1671 Ha. As for the LUMO energy (spin up / spin down): 3.10 / 1.21 eV.

=====

2.
# C14H14N2O2S

C14H14N2O2S as an isolated structure at a distorted geometry (wB97M-V/def2-TZVPD, the Open Molecules 2025 dataset).

XYZ file:
```
33
Properties=species:S:1:pos:R:3:forces:R:3
C 1.496821 4.462584 -0.968462 -2.0 2.1 -5.9
C 2.039258 3.299434 -1.750282 4.2 4.3 -3.1
O 2.897567 3.433332 -2.673011 -2.1 0.6 2.0
C 1.639368 2.038276 -1.455033 -5.0 4.6 4.6
C 1.951689 0.995786 -2.041899 6.7 -6.8 -4.6
N 1.613448 -0.153267 -1.480429 -1.1 -1.4 0.9
C 0.838633 0.171002 -0.469700 -1.6 -9.4 -2.3
N -0.054493 -0.916758 -0.044300 2.3 -0.1 -1.0
C -0.915427 -0.579063 0.942340 0.4 -1.5 1.4
O -1.137053 0.555898 1.398699 0.4 -2.3 -1.1
C -1.419151 -1.904234 1.535172 1.8 6.2 -2.3
C -0.990772 -2.343361 2.638267 4.3 -2.5 10.6
C -1.792437 -3.321559 3.421760 6.6 -1.4 0.8
C -2.710035 -4.070495 2.810051 -1.9 6.7 -5.9
C -3.387893 -3.397360 1.587856 6.8 0.5 4.5
C -2.586071 -2.264957 1.142591 -11.1 -5.0 -3.8
C -3.323402 -1.618840 -0.028617 1.7 -4.3 -4.1
H -3.279241 -0.570839 0.004011 -0.8 1.4 -0.2
H -4.324848 -2.244554 -0.419260 2.5 2.4 1.5
H -2.518669 -1.950049 -0.987460 -2.3 1.3 2.2
H -4.229977 -3.805206 1.152454 -1.6 -0.4 -1.0
H -3.023137 -4.849343 3.270749 -2.4 -5.3 2.6
H -1.115791 -3.967197 4.266831 -2.1 2.4 -1.9
H 0.049186 -1.926195 3.314445 -3.2 -1.1 -2.6
H 0.092559 -1.991577 -0.448703 -0.4 4.2 1.6
S 0.463154 1.641146 -0.227558 -0.8 7.2 1.6
C 3.080903 0.877054 -3.014655 3.6 -3.0 -3.0
H 2.881568 1.177326 -4.078436 0.1 0.6 1.3
H 4.221159 1.239856 -2.724159 -3.4 -0.4 -0.4
H 3.311515 -0.298670 -3.290055 -0.9 2.5 1.3
H 0.392861 4.382806 -1.295037 1.1 0.2 1.3
H 1.766044 5.516467 -1.470746 0.0 -2.5 1.5
H 1.669750 4.324784 0.019779 0.2 0.1 3.1
```
Positions in Å, forces in eV/Å.

For the molar mass, the calculation gives 274.34 g/mol. The energy relative to the best compared isomer or geometry (same formula, charge and spin) comes out at 225.3 kcal/mol. As for the HOMO energy: -9.072 eV. The calculation puts the frontier orbital gap at 0.3323 Ha. As for the LUMO energy: -0.03 eV.

=====

3.
# C14H14N2O3S

One molecule with the formula C14H14N2O3S (wB97M-V/def2-TZVPD, the Open Molecules 2025 dataset).

XYZ file:
```
34
Properties=species:S:1:pos:R:3:forces:R:3
C 0.681066 -1.941253 4.730026 0.2 -0.2 -0.1
O -0.396201 -1.092870 5.056007 -0.3 0.2 0.1
C -0.947426 -0.338469 4.074859 -0.2 0.2 -0.2
C -1.999634 0.497649 4.460447 0.1 -0.1 0.0
C -2.617250 1.313775 3.536236 0.0 -0.1 0.1
C -2.221385 1.306495 2.208304 0.2 -0.1 -0.2
C -1.185597 0.467394 1.811779 -0.1 0.1 0.5
C -0.680027 0.399025 0.418044 0.1 0.0 -0.2
O 0.460139 0.055212 0.152593 0.0 -0.1 0.1
N -1.596193 0.729851 -0.544466 0.0 0.0 0.3
C -1.410572 0.771875 -1.918840 0.1 0.0 -0.3
S -2.692308 1.212374 -2.859134 -0.4 0.1 -0.3
N -0.208675 0.461124 -2.394262 0.1 -0.1 0.5
C 0.076793 0.460013 -3.815041 0.0 -0.2 -0.2
C 1.467222 -0.006534 -4.061655 0.2 0.9 -0.1
C 2.614985 0.674351 -4.344468 -0.6 -0.2 0.1
C 3.637036 -0.299892 -4.452217 -0.1 -0.6 0.1
C 3.034103 -1.496839 -4.223108 0.8 0.3 -0.2
O 1.724283 -1.331135 -3.986248 -0.5 -0.2 0.1
C -0.542694 -0.342407 2.746817 0.1 -0.1 0.0
H 0.962286 -2.429077 5.661701 0.0 0.0 -0.1
H 1.534101 -1.375041 4.344411 0.0 0.0 0.0
H 0.386356 -2.699634 3.998320 0.0 0.0 0.0
H -2.304486 0.492684 5.494715 0.0 0.0 0.1
H -3.417122 1.966219 3.851700 -0.1 0.1 0.0
H -2.698243 1.979022 1.511270 0.0 0.1 -0.1
H -2.540163 0.959839 -0.260923 0.2 -0.1 -0.1
H 0.508431 0.187553 -1.724187 -0.1 0.1 -0.1
H -0.643651 -0.197611 -4.318018 0.1 0.2 0.0
H -0.055331 1.472205 -4.213699 0.0 -0.2 0.0
H 2.717954 1.732998 -4.465409 -0.1 0.2 0.0
H 4.670806 -0.128030 -4.669558 0.2 -0.1 0.0
H 3.413676 -2.499007 -4.203044 -0.1 -0.2 0.0
H 0.267720 -0.961860 2.397050 0.1 -0.1 0.0
```
Positions in Å, forces in eV/Å.

For the molar mass, the calculation gives 290.34 g/mol. The energy relative to the best compared isomer or geometry (same formula, charge and spin) comes out at 29.8 kcal/mol. The structure (SMILES) is COc1cccc(C(=O)NC(=S)NCc2ccco2)c1. As for the HOMO energy: -8.440 eV. The calculation puts the frontier orbital gap at 0.3142 Ha. As for the LUMO energy: 0.11 eV.

=====

Question: Which of these has the lowest energy relative to the best compared isomer or geometry (same formula, charge and spin)?
Answer: C14H14N2O3S